This record from OMol25 describes a structure of composition C7H14N2. The level of theory is ωB97M-V with the def2-TZVPD basis set.

Each line ends with the Mulliken charge.
Geometry (Å):
C 0.907000 0.690086 -0.471291  0.20
C -0.124214 -0.472142 0.810024  -0.22
C 2.251013 0.039202 -0.390384  -1.55
C 0.314911 -1.764549 1.472395  -1.40
C -0.739569 -0.611040 -0.482028  0.89
N 0.757594 2.012768 -0.048422  -0.59
C -1.773941 0.400367 -0.824840  -0.44
C -2.605601 0.980078 0.026229  -0.69
N -0.357650 -1.578308 -1.239820  -0.76
H 0.572870 0.653868 -1.505294  0.41
H -0.492953 0.281723 1.493876  0.49
H 1.056255 2.179630 0.903676  0.27
H -0.169090 2.382195 -0.213186  0.29
H -0.737274 -1.526934 -2.182940  0.22
H -1.899808 0.574342 -1.888452  0.25
H 2.651837 0.090154 0.620197  0.33
H 2.122751 -1.002007 -0.677882  0.36
H 2.961017 0.509351 -1.070224  0.38
H -0.049115 -2.600730 0.876413  0.40
H 1.399119 -1.860277 1.529618  0.26
H -0.091076 -1.827594 2.480318  0.34
H -2.561738 0.810920 1.090455  0.26
H -3.392337 1.638895 -0.308438  0.29

Cartesian forces, eV/Å:
C 0.76 0.09 1.41
C 0.40 0.42 -1.23
C 0.15 0.15 0.22
C 0.53 0.42 -0.49
C -1.41 -0.77 0.50
N 0.49 0.42 0.31
C -0.31 -0.32 -0.62
C -0.08 0.10 0.09
N -0.31 -0.44 -0.49
H -0.30 -0.34 0.30
H -0.09 0.15 -0.23
H -0.04 0.07 -0.07
H 0.07 -0.04 0.09
H -0.26 0.05 0.15
H -0.05 0.07 -0.13
H 0.10 -0.02 0.08
H 0.08 -0.10 -0.01
H 0.02 0.06 -0.08
H 0.05 0.00 0.02
H 0.12 -0.06 0.13
H 0.03 0.12 0.07
H 0.07 -0.10 0.13
H -0.03 0.08 -0.14

Its total charge is 0. The value obtained for the HOMO energy is -0.28605 Ha. The LUMO energy comes out at 0.844 eV. Its energy relative to the best compared isomer or geometry (same formula, charge and spin) is 72.6 kcal per mole. The HOMO-LUMO gap comes out at 8.63 eV. As for the multiplicity: 1.

=====

This record from OMol25 describes a structure of composition C61H82GeN3P3PdSi. The level of theory is ωB97M-V with the def2-TZVPD basis set.

Each line ends with the Mulliken charge.
Geometry (Å):
Pd -0.149343 -0.139565 -0.375317  -0.69
C -1.579082 0.898665 2.918434  -1.19
Si -0.251497 -0.044435 1.971816  2.14
C 1.445635 0.482348 2.629791  -0.03
C 1.550213 0.847940 3.980481  -0.10
C 2.773046 1.129865 4.563596  -1.20
C 3.934827 1.033792 3.807895  -1.29
C 3.851129 0.691406 2.471382  -0.63
C 2.617829 0.448256 1.866633  0.64
P 2.468129 0.101795 0.078258  2.41
C 3.022735 1.599269 -0.901905  1.43
C 2.329774 2.899129 -0.505316  0.20
C 3.091924 3.712169 0.537384  -0.66
C 4.520406 4.000104 0.092920  -1.32
C 5.260631 2.701049 -0.196365  -0.45
C 4.501985 1.875664 -1.229084  -1.65
C 3.952095 -0.976610 -0.228024  -1.34
C 4.072138 -1.357954 -1.721729  -0.76
C 3.590052 -2.778319 -1.976658  0.41
C 4.457135 -3.797193 -1.223254  -1.08
C 5.052930 -3.210435 0.064725  -1.13
C 4.116367 -2.188361 0.703823  0.08
C -0.699254 -1.748856 2.648171  0.79
C -0.509129 -2.035612 4.003572  -0.28
C -1.178288 -3.083055 4.611648  -1.30
C -2.079344 -3.845283 3.874555  -0.95
C -2.242575 -3.604644 2.522595  -0.48
C -1.526516 -2.582016 1.896085  -0.10
P -1.407443 -2.314931 0.100540  1.38
C -3.106666 -2.605863 -0.583127  0.64
C -3.853960 -3.930645 -0.288232  -0.49
C -4.886563 -4.214307 -1.374777  -1.28
C -4.225645 -4.454945 -2.730843  -1.08
C -3.097250 -3.443781 -3.010925  -0.76
C -3.164006 -2.239999 -2.077233  -0.07
C -0.229548 -3.632087 -0.512180  2.03
C -0.667419 -5.061757 -0.882497  -1.18
C -0.768169 -6.035454 0.286649  -0.77
C 0.553874 -6.107403 1.042094  -1.40
C 0.949424 -4.724053 1.543294  -0.77
C 1.005101 -3.708532 0.402678  0.28
H -1.406423 0.677419 3.974447  0.76
H -1.626136 1.976703 2.794680  0.31
H -2.553809 0.475125 2.669643  0.29
H 0.660719 0.918685 4.591892  0.50
H 2.823354 1.410858 5.607227  0.48
H 4.898717 1.230840 4.257217  0.46
H 4.762519 0.621828 1.893295  0.70
H 2.584895 1.286646 -1.845815  -1.59
H 2.233683 3.510811 -1.409470  0.91
H 1.316830 2.693561 -0.157054  -1.60
H 2.555722 4.645140 0.715904  0.56
H 3.109773 3.173114 1.489804  0.04
H 4.499143 4.612063 -0.816047  0.37
H 5.044914 4.582767 0.852212  0.53
H 6.266299 2.903582 -0.569514  0.50
H 5.381360 2.142747 0.734530  -0.04
H 4.483086 2.459389 -2.158696  0.58
H 5.046117 0.964830 -1.479229  0.50
H 4.783687 -0.304237 -0.000595  0.57
H 3.524969 -0.650756 -2.354243  0.21
H 5.119329 -1.273548 -2.026451  0.64
H 2.546420 -2.845387 -1.657836  -0.80
H 3.595095 -2.996550 -3.047256  0.81
H 3.867745 -4.687805 -0.993195  0.30
H 5.268401 -4.130718 -1.872973  0.36
H 5.274634 -4.008935 0.773770  0.50
H 6.008330 -2.725992 -0.156229  0.39
H 3.162550 -2.661125 0.923532  -0.35
H 4.512666 -1.855189 1.663105  0.47
H 0.152840 -1.417355 4.598976  0.44
H -1.023321 -3.290212 5.662189  0.42
H -2.636011 -4.641255 4.350752  0.45
H -2.909225 -4.237108 1.960817  0.26
H -3.661514 -1.836193 -0.043609  -0.46
H -3.180087 -4.782488 -0.205102  -0.08
H -4.365604 -3.842186 0.669918  0.52
H -5.489198 -5.078643 -1.093849  0.51
H -5.578484 -3.369096 -1.439875  0.33
H -3.827184 -5.471586 -2.765221  0.33
H -4.981478 -4.397272 -3.515181  0.44
H -2.119363 -3.921929 -2.913104  0.13
H -3.155260 -3.103464 -4.045581  0.42
H -2.353094 -1.544790 -2.296238  -1.04
H -4.092676 -1.693111 -2.268034  0.98
H 0.103151 -3.169744 -1.448213  -1.51
H -1.576741 -5.068034 -1.478733  0.35
H 0.121150 -5.435284 -1.548229  0.63
H -1.557566 -5.731068 0.976433  0.13
H -1.048396 -7.019565 -0.095195  0.47
H 0.482086 -6.804875 1.878091  0.60
H 1.328258 -6.495605 0.371095  0.36
H 0.255236 -4.410067 2.319833  0.17
H 1.937093 -4.757690 2.011798  0.41
H 1.241047 -2.714694 0.794085  -1.12
H 1.840332 -4.004652 -0.235366  0.31
C 0.040034 0.846583 -5.994571  -1.03
N -1.051908 0.009482 -5.516760  0.18
C -0.696204 -1.390818 -5.717936  -0.98
N 0.566197 -1.777722 -5.090052  0.29
C 1.614317 -0.878861 -5.565952  -1.12
N 1.314341 0.534311 -5.357324  0.26
C 1.313800 0.873494 -3.941543  -2.12
P 0.035945 -0.078499 -2.949843  3.46
C -1.367080 0.309272 -4.124139  -0.16
C 0.464331 -1.752398 -3.634426  -0.40
H -0.206364 1.894967 -5.813894  0.36
H 0.151341 0.688923 -7.069283  0.36
H -0.606342 -1.567572 -6.791645  0.31
H -1.493125 -2.023559 -5.328086  0.26
H 1.739406 -1.042031 -6.638330  0.35
H 2.553790 -1.126900 -5.065521  0.32
H 1.116556 1.941360 -3.817112  0.67
H 2.315345 0.672186 -3.566234  0.77
H -1.583678 1.372068 -4.039901  -0.60
H -2.270596 -0.226765 -3.835582  0.48
H -0.295276 -2.471081 -3.317162  -0.02
H 1.412350 -2.076101 -3.198448  -0.13
C -0.341473 6.031115 2.182218  -0.95
C 0.267616 4.835324 2.528969  -0.60
C -0.008423 3.680893 1.811510  0.17
C -0.904565 3.688217 0.748394  0.65
C -1.499113 4.905409 0.401076  -1.54
C -1.219517 6.066157 1.110203  -0.72
Ge -1.563704 2.119565 -0.237863  2.14
C -3.349855 1.681573 0.405335  -0.18
C -3.986712 2.465347 1.364755  -0.07
C -5.280316 2.165921 1.768424  -0.86
C -5.954493 1.086728 1.213896  -0.88
C -5.340012 0.317537 0.235896  -0.76
C -4.047047 0.623674 -0.163241  -0.27
C -1.860684 2.806055 -2.047007  -0.15
C -3.131295 2.740935 -2.622024  -0.39
C -3.378647 3.305836 -3.866705  -0.79
C -2.357041 3.939069 -4.558491  -0.75
C -1.091843 4.028089 -3.991535  -0.66
C -0.851889 3.473118 -2.743128  -0.07
H -0.127840 6.933361 2.739902  0.38
H 0.969377 4.799959 3.352935  0.49
H 0.499880 2.770292 2.090263  0.12
H -2.198204 4.955014 -0.425706  0.48
H -1.696888 6.995224 0.828037  0.46
H -3.471259 3.305698 1.815311  0.33
H -5.764692 2.776348 2.519226  0.44
H -6.961360 0.854636 1.534276  0.41
H -5.875445 -0.507392 -0.219580  0.49
H -3.566982 0.060522 -0.956616  0.71
H -3.942885 2.257993 -2.092667  0.35
H -4.370527 3.251697 -4.296381  0.47
H -2.548475 4.376747 -5.528926  0.39
H -0.298064 4.544679 -4.516403  0.45
H 0.129632 3.580267 -2.297579  0.39

Cartesian forces, eV/Å:
Pd 0.27 -0.16 -0.12
C -0.01 -0.06 -0.06
Si 0.08 0.05 -0.14
C 0.02 0.02 0.13
C 0.02 0.01 -0.06
C 0.02 0.00 -0.02
C -0.02 -0.02 0.00
C 0.06 0.00 0.00
C -0.16 -0.06 -0.01
P -0.04 0.40 0.17
C 0.06 -0.13 -0.11
C -0.08 0.03 0.07
C -0.06 0.02 0.06
C -0.01 0.01 0.00
C -0.02 -0.02 0.01
C 0.06 -0.05 -0.07
C -0.05 -0.07 -0.08
C -0.03 0.01 -0.03
C 0.00 -0.01 -0.01
C 0.03 0.00 -0.04
C 0.00 0.00 0.03
C -0.04 -0.01 -0.02
C 0.10 -0.04 0.14
C 0.01 -0.02 0.00
C -0.05 -0.03 -0.05
C 0.06 0.04 0.05
C 0.05 -0.04 -0.03
C 0.07 0.06 -0.06
P -0.24 0.02 0.01
C -0.06 0.05 0.04
C 0.03 0.00 0.04
C -0.02 0.02 0.00
C -0.01 -0.01 -0.02
C 0.08 0.03 -0.02
C 0.00 0.03 -0.04
C 0.02 0.00 -0.05
C -0.04 0.02 -0.02
C 0.02 0.01 -0.01
C -0.01 0.00 0.00
C 0.01 0.02 -0.01
C 0.04 0.03 0.00
H 0.01 0.01 0.05
H 0.05 0.00 -0.02
H 0.02 0.00 0.01
H -0.05 0.01 0.02
H 0.00 0.00 0.01
H 0.02 0.01 0.01
H 0.00 0.00 0.02
H -0.12 0.12 -0.11
H 0.00 0.04 -0.02
H -0.02 0.01 -0.02
H -0.02 0.01 0.02
H -0.01 0.00 0.02
H 0.01 0.00 0.00
H 0.00 -0.01 0.01
H 0.00 0.01 -0.01
H 0.01 0.00 -0.01
H 0.00 0.01 0.01
H -0.02 0.07 0.02
H -0.04 0.00 0.01
H 0.03 -0.06 0.05
H 0.00 -0.02 -0.01
H 0.02 -0.02 0.07
H 0.01 0.00 0.01
H -0.02 0.00 0.01
H 0.00 -0.02 0.00
H 0.01 -0.01 0.00
H 0.01 0.02 0.01
H 0.00 -0.01 0.00
H 0.01 0.00 0.01
H 0.01 0.00 0.00
H 0.00 -0.01 0.01
H -0.01 -0.01 0.01
H 0.02 -0.03 0.00
H 0.05 0.08 0.03
H 0.04 -0.03 -0.04
H 0.01 0.01 -0.02
H -0.01 -0.01 0.00
H 0.00 0.00 0.01
H 0.01 -0.01 0.01
H 0.00 -0.02 0.00
H -0.04 0.02 -0.03
H 0.01 0.04 -0.03
H 0.02 0.07 -0.07
H 0.01 -0.01 -0.03
H 0.03 -0.02 0.07
H -0.02 -0.01 0.08
H -0.02 -0.01 -0.02
H -0.04 0.02 0.03
H 0.01 0.00 0.01
H 0.00 -0.01 0.00
H 0.01 0.00 -0.01
H -0.08 0.06 0.06
H 0.00 -0.01 0.00
H -0.04 -0.02 -0.03
H 0.03 0.04 0.01
C -0.01 0.03 -0.05
N 0.00 -0.04 0.06
C 0.00 -0.01 -0.05
N 0.01 0.02 0.03
C 0.03 -0.03 -0.05
N 0.00 0.02 0.02
C 0.03 0.03 0.07
P -0.09 -0.10 0.07
C -0.04 0.01 0.00
C 0.00 0.00 -0.05
H 0.01 -0.03 -0.01
H -0.01 0.01 0.00
H -0.01 0.00 0.01
H -0.06 -0.04 0.02
H 0.01 0.00 0.01
H 0.00 0.01 0.00
H 0.03 -0.04 -0.02
H 0.03 -0.04 0.08
H 0.01 -0.08 -0.04
H -0.02 -0.04 0.04
H -0.05 0.02 -0.06
H -0.04 0.02 -0.05
C 0.01 0.04 0.00
C 0.06 0.00 -0.01
C 0.01 0.02 0.05
C -0.10 0.10 0.01
C -0.03 -0.04 0.01
C -0.04 -0.02 -0.01
Ge 0.26 -0.31 0.06
C -0.01 0.16 0.08
C -0.05 -0.05 0.05
C -0.01 0.03 0.02
C 0.00 0.00 -0.02
C -0.01 -0.01 -0.01
C 0.06 0.00 -0.12
C -0.05 0.02 -0.04
C 0.01 0.03 -0.01
C 0.00 0.00 -0.02
C -0.01 0.01 -0.01
C 0.01 0.04 0.02
C -0.01 -0.01 0.03
H 0.00 0.01 0.00
H 0.00 -0.01 0.01
H 0.03 -0.11 0.03
H -0.01 -0.01 -0.03
H 0.00 0.01 -0.01
H 0.01 0.01 -0.01
H -0.01 0.01 0.01
H -0.01 0.00 0.00
H 0.01 -0.02 -0.01
H -0.08 -0.04 0.04
H 0.00 0.02 -0.02
H -0.01 0.00 0.00
H 0.00 0.01 -0.02
H 0.02 0.01 -0.01
H 0.06 -0.02 0.05

Its total charge is +1. As for the expectation value of S²: 0.760. The value obtained for the HOMO energy (alpha / beta) is -0.35746 / -0.38234 Ha. The LUMO energy (alpha / beta) comes out at -2.080 / -4.380 eV. Its energy relative to the best compared isomer or geometry (same formula, charge and spin) is 0.0 kcal per mole. The HOMO-LUMO gap (alpha / beta) comes out at 7.65 / 6.02 eV. As for the multiplicity: 2.